(1)
The following is a quantum chemistry calculation of an isolated molecule of C13H14N4O, from OMol25.

The total energy is -21716.88587 eV. The calculation puts the energy above the lowest of the compared OMol25 structures with the same formula, charge and spin at 0.0 kcal per mole. Its spin multiplicity is 1. The calculation puts the HOMO-LUMO gap at 0.3385 Ha. Its HOMO energy is -8.93 eV. Its SMILES is CC(C)C(=O)Nc1ccnc(-c2cccnc2)n1.

Atoms and positions in Å:
1 C 2.250 -0.976 -3.582
2 C 1.775 0.412 -3.150
3 C 2.950 1.359 -2.899
4 C 0.862 0.323 -1.928
5 O -0.291 0.657 -1.948
6 N 1.505 -0.180 -0.815
7 C 0.966 -0.387 0.438
8 C 1.771 -0.901 1.466
9 C 1.149 -1.075 2.687
10 N -0.125 -0.781 2.891
11 C -0.806 -0.300 1.854
12 C -2.217 0.033 2.049
13 C -2.837 -0.144 3.285
14 C -4.174 0.186 3.410
15 C -4.836 0.680 2.294
16 N -4.257 0.852 1.117
17 C -2.982 0.538 0.994
18 N -0.303 -0.095 0.642
19 H 2.789 -0.903 -4.524
20 H 1.401 -1.641 -3.723
21 H 2.919 -1.421 -2.847
22 H 1.155 0.832 -3.948
23 H 2.592 2.324 -2.549
24 H 3.501 1.512 -3.824
25 H 3.641 0.959 -2.160
26 H 2.480 -0.425 -0.913
27 H 2.811 -1.145 1.313
28 H 1.684 -1.466 3.543
29 H -2.265 -0.533 4.114
30 H -4.692 0.065 4.348
31 H -5.883 0.952 2.342
32 H -2.531 0.688 0.022

***

(2)
The following is a quantum chemistry calculation of the ion C13H14NO with charge +1, from OMol25.

The total energy is -17234.14178 eV. The net charge is +1. The calculation puts the energy above the lowest of the compared OMol25 structures with the same formula, charge and spin at 75.0 kcal per mole. Its spin multiplicity is 1. The calculation puts the HOMO-LUMO gap (alpha / beta) at 0.2479 / 0.1916 Ha. Its HOMO energy (alpha / beta) is -11.19 / -10.61 eV.

Atoms and positions in Å:
1 C -1.721 3.064 -0.267
2 C 2.799 1.426 -1.101
3 C -0.457 3.168 -0.886
4 C 1.860 2.384 -1.428
5 C -1.867 1.867 0.443
6 C 2.481 0.136 -0.812
7 C 0.594 2.247 -0.842
8 C 0.253 0.966 -0.439
9 C -0.968 0.801 0.362
10 C 0.566 -1.325 -1.079
11 C -0.332 -1.050 1.841
12 C -0.767 -1.359 -1.653
13 C -0.770 -2.260 2.563
14 N 1.069 -0.156 -0.692
15 O -1.217 -0.260 1.191
16 H -2.437 3.755 -0.037
17 H 3.796 1.738 -1.384
18 H -0.143 4.097 -1.302
19 H 2.054 3.302 -1.871
20 H -2.885 1.723 0.814
21 H 3.228 -0.612 -0.594
22 H 1.290 -2.059 -1.490
23 H 0.710 -0.693 1.705
24 H -0.947 -0.281 -1.896
25 H -1.698 -1.618 -1.049
26 H -0.859 -1.997 -2.474
27 H -1.302 -2.024 3.419
28 H 0.011 -2.812 3.027
29 H -1.367 -3.001 1.997

***

(3)
The following is a quantum chemistry calculation of the ion C13H14OP with charge +1, from OMol25.

The total energy is -25038.55308 eV. The net charge is +1. The calculation puts the energy above the lowest of the compared OMol25 structures with the same formula, charge and spin at 0.0 kcal per mole. Its spin multiplicity is 1. The calculation puts the HOMO-LUMO gap at 0.3500 Ha. Its HOMO energy is -13.27 eV.

Atoms and positions in Å:
1 C 2.256 -3.330 -0.081
2 C -0.819 3.019 2.474
3 C 0.950 -3.659 -0.412
4 C 2.645 -2.001 0.009
5 C -0.601 3.480 1.184
6 C -0.991 1.663 2.720
7 C 0.022 -2.666 -0.673
8 C 1.728 -0.996 -0.238
9 C -0.563 2.591 0.125
10 C -0.948 0.761 1.672
11 C 0.421 -1.337 -0.585
12 C -0.743 1.233 0.376
13 C -0.433 0.718 -2.600
14 O -2.398 -0.744 -1.102
15 P -0.676 0.026 -0.949
16 H 2.977 -4.109 0.111
17 H -0.853 3.721 3.293
18 H 0.657 -4.696 -0.472
19 H 3.660 -1.747 0.270
20 H -0.460 4.535 1.004
21 H -1.154 1.314 3.727
22 H -0.996 -2.904 -0.936
23 H 2.018 0.044 -0.160
24 H -0.393 2.944 -0.881
25 H -1.077 -0.298 1.848
26 H -0.434 -0.118 -3.304
27 H 0.518 1.243 -2.665
28 H -1.255 1.393 -2.841
29 H -3.059 -0.079 -0.914

***

(4)
The following is a quantum chemistry calculation of a structure of composition C13H15B11Br7LaN2O3S2, from OMol25.

The total energy is -543111.40022 eV. The net charge is +2. Its spin multiplicity is 1. The calculation puts the HOMO-LUMO gap at 0.2439 Ha. Its HOMO energy is -13.97 eV.

Atoms and positions in Å:
1 La 0.545 -0.351 0.872
2 Br 7.173 -3.908 -0.018
3 C 5.869 -2.567 0.119
4 C 6.237 -1.226 0.065
5 C 5.279 -0.236 0.135
6 C 3.928 -0.567 0.266
7 C 3.584 -1.921 0.364
8 C 4.534 -2.917 0.280
9 N 2.858 0.352 0.268
10 C 3.016 1.620 0.142
11 C 1.889 2.550 0.104
12 C 2.131 3.914 0.029
13 C 1.063 4.800 0.037
14 C -0.219 4.289 0.133
15 C -0.383 2.913 0.183
16 N 0.631 2.050 0.150
17 H 7.280 -0.961 -0.038
18 H 5.604 0.794 0.083
19 H 2.540 -2.211 0.504
20 H 4.252 -3.959 0.343
21 H 4.002 2.070 0.063
22 H 3.149 4.276 -0.023
23 H 1.233 5.866 -0.028
24 H -1.082 4.939 0.164
25 H -1.385 2.501 0.237
26 Br -2.159 -0.291 -0.312
27 B -3.155 -1.975 0.153
28 B -4.713 -2.495 -0.477
29 C -4.651 -4.199 -0.328
30 B -3.243 -3.434 -0.880
31 B -3.174 -4.864 0.207
32 B -4.630 -4.815 1.261
33 B -5.576 -3.345 0.830
34 B -4.620 -1.886 1.208
35 Br -5.297 -0.161 1.758
36 B -4.586 -3.360 2.293
37 Br -5.209 -3.291 4.119
38 B -3.066 -4.292 1.874
39 Br -1.963 -4.983 3.343
40 B -2.214 -3.425 0.536
41 Br -0.209 -3.232 0.527
42 B -3.093 -2.539 1.813
43 Br -1.824 -1.829 3.361
44 H -5.340 -2.001 -1.338
45 H -5.210 -4.764 -1.059
46 H -2.909 -3.527 -2.001
47 H -2.794 -5.894 -0.205
48 H -5.194 -5.808 1.525
49 H -6.747 -3.399 0.782
50 O 0.750 0.291 5.028
51 S 0.527 0.254 3.642
52 O 0.923 1.349 2.770
53 O 0.869 -1.000 2.920
54 S -1.577 0.328 3.246

***

(5)
The following is a quantum chemistry calculation of a structure of composition C13H15BNO7PSZn, from OMol25.

The total energy is -98746.02900 eV. The net charge is +2. Its spin multiplicity is 1. The calculation puts the HOMO-LUMO gap at 0.0801 Ha. Its HOMO energy is -14.26 eV.

Atoms and positions in Å:
1 C 4.125 0.259 1.183
2 C 3.532 1.060 -0.051
3 N 2.682 2.237 0.371
4 C 1.297 1.963 0.162
5 C 0.603 1.002 1.059
6 C -0.783 0.714 0.800
7 C -1.582 1.329 -0.324
8 C -0.916 2.300 -1.179
9 C 0.497 2.591 -0.916
10 B 1.207 3.657 -1.927
11 O 1.886 3.121 -3.044
12 O 1.145 5.027 -1.745
13 C -3.070 0.894 -0.517
14 O -3.938 1.619 -0.890
15 C -3.340 -0.622 -0.177
16 S -4.517 -1.520 -1.184
17 C -2.612 -1.169 0.869
18 C -2.756 -2.673 1.283
19 P -1.691 -3.643 0.052
20 O -2.522 -4.710 -0.548
21 O -0.254 -4.289 0.827
22 O -1.121 -2.637 -1.139
23 C -1.570 -0.319 1.673
24 O -1.393 -0.443 2.854
25 H 5.090 0.710 1.538
26 H 4.409 -0.762 0.796
27 H 3.380 0.146 2.019
28 H 4.406 1.499 -0.612
29 H 3.012 0.384 -0.773
30 H 2.899 2.393 1.358
31 H 1.191 0.530 1.873
32 H -1.481 2.773 -2.021
33 H 1.730 2.159 -2.999
34 H 1.736 5.391 -2.439
35 H -5.081 -2.530 -0.443
36 H -2.337 -2.842 2.317
37 H -3.816 -3.024 1.266
38 H 0.355 -4.480 0.069
39 H -0.863 -3.167 -1.923
40 Zn 0.460 -4.927 2.481

***

(6)
The following is a quantum chemistry calculation of a structure of composition C13H15BrHgN3O3S4, from OMol25.

The total energy is -141899.44317 eV. The net charge is -2. The expectation value of S² is 0.76. Its spin multiplicity is 2. The calculation puts the HOMO-LUMO gap (alpha / beta) at 0.1888 / 0.2292 Ha. Its HOMO energy (alpha / beta) is -0.48 / -1.58 eV.

Atoms and positions in Å:
1 Hg -0.872 -1.772 1.254
2 O -4.476 -4.868 6.012
3 C -3.906 -4.407 5.048
4 S -2.592 -5.164 4.221
5 C -2.415 -3.935 2.967
6 C -3.250 -2.860 3.007
7 S -3.236 -1.412 1.996
8 S -4.395 -2.856 4.302
9 S -1.127 -4.211 1.798
10 Br 0.382 -0.200 2.964
11 N 3.380 0.580 -4.150
12 C 2.631 -0.607 -4.191
13 O 2.320 -1.074 -5.312
14 C 2.002 -1.017 -2.966
15 C 2.220 -0.404 -1.653
16 C 1.417 -0.694 -0.647
17 N 0.347 -1.537 -0.660
18 C 0.237 -2.244 -1.868
19 C 1.039 -2.041 -2.957
20 H 4.010 0.640 -4.954
21 H 3.764 0.833 -3.243
22 H 2.858 0.464 -1.503
23 H 1.439 -0.120 0.315
24 H -0.562 -3.038 -1.869
25 H 0.860 -2.601 -3.872
26 C 0.662 3.367 -1.304
27 N 0.144 2.898 -0.019
28 C 1.140 2.847 1.020
29 C -1.220 2.910 0.245
30 C -1.736 2.665 1.634
31 O -2.011 3.128 -0.676
32 H 1.445 2.645 -1.538
33 H 1.033 4.439 -1.143
34 H -0.117 3.375 -2.012
35 H 1.594 3.833 1.204
36 H 1.902 2.154 0.706
37 H 0.720 2.439 1.950
38 H -1.136 1.942 2.217
39 H -2.688 2.233 1.543
40 H -1.808 3.669 2.131